The following is a DFT calculation (the ωB97M-V functional and the def2-TZVPD basis) of C4H6N2 in the gas phase.

```
12
Properties=species:S:1:pos:R:3:mulliken_charge:R:1
C -1.98939 -0.27941 0.03000 -1.0384
C -0.52368 -0.01499 -0.08231 0.7305
C 0.03472 1.22981 -0.07746 -0.9719
N 1.52865 0.76048 0.01189 -0.1227
C 1.54561 -0.67670 -0.18400 -0.0901
N 0.35690 -1.12620 -0.20727 -0.4479
H -2.52273 0.67425 0.01089 0.3085
H -2.23030 -0.79014 0.97037 0.2424
H -2.34294 -0.90929 -0.79173 0.2717
H 1.41670 1.03943 1.00207 0.3998
H 2.25925 1.33260 -0.40760 0.3132
H 2.46722 -1.23984 -0.27485 0.4049
```

The calculation puts the HOMO energy at -8.602 eV. The net charge is 0. The calculation puts the largest force on an atom at 0.67 eV Å⁻¹. Its total energy is -265.397634 Eh. The value obtained for the HOMO-LUMO gap is 9.2 eV. The value obtained for the energy above the lowest of the compared OMol25 structures with the same formula, charge and spin is 3.753 eV.

=====

The following is a DFT calculation (the ωB97M-V functional and the def2-TZVPD basis) of C4H6NP in the gas phase.

```
12
Properties=species:S:1:pos:R:3:mulliken_charge:R:1
C -2.34793 0.04539 -0.15692 -0.1976
C -2.28652 -0.50488 1.04683 -0.4326
C -1.21924 -0.02767 -1.08438 -0.0285
C 2.54925 0.43018 0.48359 -0.9160
N 0.03016 -0.02017 -0.80384 -0.1827
P 0.94079 -0.75731 0.27985 0.0086
H -3.25779 0.34682 -0.58409 0.3158
H -1.42042 -0.95595 1.46965 0.1917
H -1.65131 0.01779 -2.02421 0.3681
H 2.91294 -0.02300 1.35144 0.3027
H 2.52609 1.49357 0.33979 0.3203
H 3.22400 -0.04478 -0.31771 0.2501
```

The calculation puts the HOMO energy (spin up / spin down) at -8.993 / -6.960 eV. The net charge is 0. The calculation puts the largest force on an atom at 4.57 eV Å⁻¹. Its total energy is -551.928633 Eh. The value obtained for the HOMO-LUMO gap (spin up / spin down) is 8.3 / 6.2 eV. The value obtained for the energy above the lowest of the compared OMol25 structures with the same formula, charge and spin is 4.401 eV.

=====

The following is a DFT calculation (the ωB97M-V functional and the def2-TZVPD basis) of a molecular structure, C36H39FN6O5PTi.

```
89
Properties=species:S:1:pos:R:3:mulliken_charge:R:1
Ti -0.12895 0.00642 0.64737 -0.0167
O -1.28660 -0.76620 1.96362 -0.3606
N -1.89901 -1.90773 1.68360 -0.9559
N -1.44230 -2.36560 0.51481 1.8326
O -0.58157 -1.61935 -0.19775 -0.0347
C -1.93890 -3.54818 -0.05264 -0.5290
C -2.63230 -4.45638 0.74511 -0.4795
C -3.12919 -5.61100 0.16201 -0.7000
C -2.93644 -5.87210 -1.18830 -0.5209
C -2.23569 -4.96019 -1.96420 -0.6650
C -1.73625 -3.79226 -1.40807 -0.0151
H -2.76115 -4.25991 1.79889 0.5118
H -3.66239 -6.32110 0.78138 0.4050
H -3.32238 -6.78300 -1.62559 0.4136
H -2.07173 -5.15296 -3.01675 0.4309
H -1.19200 -3.07599 -2.00549 0.4640
O 2.11250 -0.72633 -1.47286 -0.2376
C 1.91337 0.42582 -2.30500 3.3774
C 0.60304 1.05900 -1.79060 -0.7597
O -0.39434 1.18046 -2.45307 -0.6365
O 0.66831 1.35986 -0.48353 0.1599
C 1.77804 -0.00515 -3.76206 -0.0872
C 0.80043 -0.94191 -4.10091 -0.4667
C 0.66415 -1.38915 -5.40167 -0.8295
C 1.49791 -0.89248 -6.39839 -0.5206
C 2.45996 0.04686 -6.07551 -0.9805
C 2.60053 0.48783 -4.76259 -0.3472
C 3.07494 1.36607 -2.06536 -1.1944
C 4.32963 0.86421 -1.74746 -0.1004
C 5.40376 1.72691 -1.57684 -0.9771
C 5.23454 3.09565 -1.73038 -0.4052
C 3.98213 3.59936 -2.05366 -1.0872
C 2.90789 2.73687 -2.21579 0.0464
H 1.58046 -1.45433 -1.81210 0.3040
H 0.10753 -1.30796 -3.34902 0.3966
H -0.10285 -2.11465 -5.64122 0.4124
H 1.39075 -1.23645 -7.41902 0.3975
H 3.11286 0.44199 -6.84314 0.4173
H 3.36505 1.21604 -4.52768 0.4591
H 4.46169 -0.20194 -1.62382 0.4125
H 6.37669 1.32567 -1.32291 0.4264
H 6.07408 3.76556 -1.59552 0.4263
H 3.83826 4.66533 -2.17629 0.4366
H 1.93550 3.14688 -2.46774 0.4705
C -0.81953 4.11184 4.51154 -0.9317
N -2.04604 3.67798 3.83924 0.0891
C -2.35032 4.63470 2.77290 -0.8881
N -1.25989 4.84795 1.82115 0.0873
C -0.06451 5.24339 2.56560 -0.8782
N 0.32521 4.30477 3.61946 0.1024
C 0.78060 3.02718 3.05531 -1.3460
P -0.54799 2.21192 2.08400 2.4201
C -1.90420 2.31402 3.30992 -1.2698
C -1.00712 3.64025 1.02619 -1.1531
H -0.55599 3.38112 5.27835 0.4078
H -1.02548 5.06691 4.99945 0.3092
H -2.58116 5.59420 3.24074 0.2909
H -3.23376 4.29387 2.22990 0.4205
H -0.26361 6.20848 3.03650 0.3014
H 0.76622 5.36222 1.86793 0.4136
H 1.10850 2.36681 3.86167 0.3951
H 1.64625 3.18999 2.40889 0.3964
H -1.71573 1.61541 4.12806 0.3814
H -2.83458 1.99458 2.83483 0.3710
H -1.88934 3.37708 0.44034 0.4146
H -0.19641 3.81644 0.31710 0.3255
F 1.58761 -6.14693 2.22421 -0.3793
C 1.61033 -4.79413 2.13838 0.4721
C 2.33152 -4.20227 1.12156 -0.9124
C 2.34148 -2.81756 1.03609 -0.0708
C 1.64086 -2.02439 1.94785 0.0882
C 1.59086 -0.53570 1.78717 -1.2966
C 0.94314 -2.66842 2.96893 -0.0345
C 0.91970 -4.05319 3.07314 -0.7439
H 2.87183 -4.82081 0.41719 0.4573
H 2.90212 -2.33624 0.24376 0.4924
H 2.47530 -0.14998 1.27677 0.3857
H 1.49990 -0.05030 2.76348 0.6682
H 0.38594 -2.07564 3.68417 0.2927
H 0.37388 -4.55609 3.86038 0.4495
C -5.57588 -0.70419 0.64856 -1.2318
C -4.56451 -0.71537 -0.49095 -0.1532
C -3.37790 0.10404 -0.23064 0.2425
N -2.42705 0.72593 -0.07079 -0.1615
H -6.41362 -1.34986 0.39042 0.3776
H -5.95938 0.29864 0.83127 0.3663
H -5.12434 -1.07948 1.56579 0.2969
H -4.99500 -0.35775 -1.42765 0.4019
H -4.18789 -1.72589 -0.67202 0.0402
```

The calculation puts the HOMO energy (spin up / spin down) at -6.781 / -7.283 eV. The net charge is 0. The calculation puts the largest force on an atom at 2.86 eV Å⁻¹. Its total energy is -3390.616851 Eh. The value obtained for the HOMO-LUMO gap (spin up / spin down) is 6.3 / 6.9 eV. The value obtained for the energy above the lowest of the compared OMol25 structures with the same formula, charge and spin is 3.241 eV. As for the multiplicity: 2.

=====

The following is a DFT calculation (the ωB97M-V functional and the def2-TZVPD basis) of C5H7N in the gas phase.

```
13
Properties=species:S:1:pos:R:3:mulliken_charge:R:1
C 2.28117 -0.21009 -0.15361 -0.9247
C 0.01276 -0.36195 0.13810 0.2384
C 1.06042 -1.10627 -0.02784 -0.2167
N -2.63833 -0.43871 -0.45102 -0.5490
C -2.12446 0.67666 -0.10101 -0.1573
C -0.74454 0.68965 0.35755 -0.4690
H 2.26946 0.45769 0.72138 0.2434
H 3.18083 -0.81085 -0.09319 0.3363
H 2.28723 0.42634 -1.03989 0.2903
H 1.12562 -2.13908 0.30730 0.3115
H -3.62334 -0.32478 -0.67878 0.2337
H -2.68333 1.60999 0.00558 0.3517
H -0.38208 1.47029 1.02753 0.3115
```

The calculation puts the HOMO energy at -8.441 eV. The net charge is 0. The calculation puts the largest force on an atom at 0.69 eV Å⁻¹. Its total energy is -249.354995 Eh. The value obtained for the HOMO-LUMO gap is 8.9 eV. The value obtained for the energy above the lowest of the compared OMol25 structures with the same formula, charge and spin is 3.218 eV.

=====

The following is a DFT calculation (the ωB97M-V functional and the def2-TZVPD basis) of a molecular structure, C3H3NO2.

```
9
Properties=species:S:1:pos:R:3:mulliken_charge:R:1
C -1.43095 0.05699 0.17205 -0.4127
O -0.87859 0.92049 -0.54860 -0.3840
C 0.96256 0.69768 -0.67468 0.6034
O 1.59789 1.40621 -1.31027 -0.2717
C 1.11311 -0.62548 0.30547 0.0317
N 2.18405 -1.08945 0.52423 -0.4907
H 0.00595 -0.81036 0.58795 0.2145
H -1.65944 0.27380 1.22393 0.3560
H -1.89458 -0.82988 -0.28008 0.3535
```

The calculation puts the HOMO energy (spin up / spin down) at -9.410 / -9.412 eV. The net charge is 0. The calculation puts the largest force on an atom at 1.44 eV Å⁻¹. Its total energy is -321.199423 Eh. The value obtained for the HOMO-LUMO gap (spin up / spin down) is 8.8 / 8.8 eV. The value obtained for the energy above the lowest of the compared OMol25 structures with the same formula, charge and spin is 4.850 eV.

=====

The following is a DFT calculation (the ωB97M-V functional and the def2-TZVPD basis) of a molecular structure, C9H14DyN2P.

```
27
Properties=species:S:1:pos:R:3:mulliken_charge:R:1
C -0.82332 0.97834 -1.29590 -0.4931
C -0.67932 2.28112 -1.81143 -0.6456
C 0.69971 2.64547 -1.77229 -0.4951
C 1.45118 1.55589 -1.23801 -0.8976
C 0.58062 0.49745 -0.94469 -0.1505
Dy -1.50759 -0.87473 1.97849 0.5122
P 0.31236 -2.73298 1.14608 -0.1975
H -1.73625 0.38114 -1.21244 0.3050
H -1.48952 2.91029 -2.17892 0.3882
H 1.11408 3.59278 -2.11327 0.4207
H 0.84154 -0.50410 -0.60460 0.3951
H 2.53296 1.54063 -1.10238 0.4056
H 1.70262 -2.47489 0.87575 0.1412
H 0.02823 -3.47702 -0.06115 0.1598
H 0.51634 -3.87454 2.01096 0.1287
C -0.12890 2.92110 1.83026 -1.1388
C 0.41751 1.69990 2.41156 0.3759
N -0.31655 0.63438 2.76307 -0.2008
C 0.57368 -0.30881 3.37534 -0.3997
C 1.80840 0.26564 3.38186 -0.5648
N 1.69318 1.50104 2.76100 0.0438
H -1.06754 2.69264 1.31300 0.2507
H -0.33532 3.65660 2.62592 0.3368
H 0.58194 3.35296 1.11177 0.3363
H 0.15600 -1.09626 4.00059 0.3234
H 2.74612 -0.12342 3.74370 0.4120
H 2.42804 2.20127 2.63704 0.2478
```

The calculation puts the HOMO energy (spin up / spin down) at -5.871 / -4.724 eV. The net charge is 0. The calculation puts the largest force on an atom at 4.96 eV Å⁻¹. Its total energy is -1687.032067 Eh. The value obtained for the HOMO-LUMO gap (spin up / spin down) is 5.7 / 4.6 eV. The value obtained for the energy above the lowest of the compared OMol25 structures with the same formula, charge and spin is 0.000 eV. As for the multiplicity: 6.

=====

The following is a DFT calculation (the ωB97M-V functional and the def2-TZVPD basis) of 2 unconnected molecules or ions with the total composition C10H17IN3.

```
31
Properties=species:S:1:pos:R:3:mulliken_charge:R:1
I 2.57981 -3.55397 -0.29000 0.0557
C 0.98459 -2.07286 -0.04136 -0.7154
C 0.47770 -1.58047 -1.55035 -0.7603
C -0.85133 -0.61386 -1.44150 -0.5147
N -2.15355 -1.37618 -1.32678 0.2115
C -3.42827 -0.54564 -1.45704 -0.1837
C -4.70897 -1.60975 -1.33391 -0.2738
N -4.01259 -2.94646 -1.15436 -0.1099
C -2.47299 -2.84138 -1.13378 -0.1317
H 0.05250 -2.57907 0.45436 0.3624
H 1.38254 -1.12047 0.51078 0.2353
H 1.32436 -0.95908 -2.06659 0.4091
H 0.22794 -2.48543 -2.26702 0.4363
H -0.90987 -0.02009 -2.47540 0.3504
H -0.72810 0.24452 -0.62007 0.2889
H -3.51992 0.62791 -1.61267 0.3473
H -5.87656 -1.36436 -1.36971 0.3441
H -4.58232 -3.81784 -1.07341 0.2668
H -1.66630 -3.67976 -1.01317 0.3530
C 1.29124 3.59793 2.03753 -1.0504
C 2.32798 2.62378 2.58798 -0.4236
C 3.41871 2.27892 1.57210 -0.3648
C 2.79429 1.62397 0.35073 0.3071
N 2.27630 1.08072 -0.66242 -0.5319
H 0.75042 3.17391 1.18554 0.2700
H 0.54933 3.83747 2.80590 0.3254
H 1.76358 4.53317 1.71592 0.3039
H 1.81773 1.70817 2.91126 0.2694
H 2.79292 3.06427 3.47690 0.3170
H 4.14349 1.58980 2.01846 0.2825
H 3.95534 3.18211 1.26206 0.3242
```

The calculation puts the HOMO energy at -11.933 eV. The net charge is +1. The calculation puts the largest force on an atom at 9.94 eV Å⁻¹. Its total energy is -852.722787 Eh. The value obtained for the HOMO-LUMO gap is 7.8 eV. The value obtained for the energy above the lowest of the compared OMol25 structures with the same formula, charge and spin is 2.873 eV.

=====

The following is a DFT calculation (the ωB97M-V functional and the def2-TZVPD basis) of a molecular structure, C22H40BClF4IrN4.

```
73
Properties=species:S:1:pos:R:3:mulliken_charge:R:1
Ir 1.07060 -1.31283 -2.24448 0.4868
Cl -0.14096 0.38189 -3.09146 -0.5997
C 2.39257 -3.92691 0.53464 -0.7591
C 1.81381 -2.13365 -0.68830 -0.8335
N 1.43972 -3.39480 -0.29992 -0.5044
H 4.29215 -3.03813 1.21650 0.4305
N 3.04490 -1.93098 -0.12078 0.3927
H 2.24740 -4.88102 1.00795 0.6495
C 0.03668 -3.83017 -0.35281 7.5132
C -0.02258 -5.27962 -0.78866 -3.6926
C -0.59586 -3.67706 1.02328 -2.4053
H 0.43960 -5.95729 -0.06151 0.6909
H -1.07659 -5.56897 -0.90281 0.5261
H 0.46386 -5.40375 -1.76183 -0.2000
H -1.74555 -3.13658 -1.38318 0.5861
H -0.30664 -3.11480 -2.38478 0.3754
H -0.44592 -2.66214 1.40959 0.0967
C -0.67060 -2.92366 -1.34708 -3.3070
H -0.17164 -4.37860 1.74967 0.2508
H -1.67663 -3.86124 0.94869 0.3380
H -0.65151 -1.86523 -0.95906 -0.0648
C 3.39066 -3.02147 0.63085 -0.7754
C 3.53140 -0.13846 1.47759 -1.7578
H 4.11378 -0.77024 2.15655 0.3175
H 3.91798 0.88644 1.56034 0.4168
C 3.64531 -0.59400 0.02646 3.1092
H 3.23160 1.38256 -0.74234 0.6052
C 5.10909 -0.64447 -0.38114 -2.1875
H 5.20952 -0.97429 -1.42007 0.4118
H 2.48339 -0.13152 1.80155 0.3603
H 1.80512 0.38607 -0.55608 -0.1142
H 5.70483 -1.30040 0.26031 0.3662
H 5.53408 0.36551 -0.30668 0.4448
C 2.86886 0.35738 -0.86262 -2.1594
H 2.99736 0.08773 -1.93245 0.1777
C -3.59604 3.21826 -0.27860 -0.5879
N -3.02461 1.97937 -0.00075 0.5425
H -2.59076 5.19345 -0.37107 0.3769
N -1.43091 3.42435 0.09861 0.4531
H -4.64104 3.33670 -0.49772 0.3635
C -3.63732 0.63858 -0.12859 1.9573
C -5.07676 0.68214 0.32831 -2.1140
C -3.55124 0.17719 -1.57953 -1.4201
H -5.68911 1.29257 -0.34573 0.4569
H -5.47074 -0.34302 0.31357 0.4259
H -5.15294 1.05738 1.35503 0.4059
H -3.17255 -1.31319 0.65461 0.5423
H -2.74768 0.01398 1.75770 0.4129
H -2.50942 0.21146 -1.93122 -0.0206
C -2.78395 -0.28791 0.70776 -1.3259
H -4.17493 0.81361 -2.22473 0.4240
H -3.91205 -0.86008 -1.64575 0.3179
H -1.75494 -0.27478 0.33721 -0.3928
C -2.58813 4.13215 -0.21478 -0.6223
C 0.56522 3.63574 -1.28948 -1.3169
H 0.10421 4.31607 -2.02200 0.3717
H 1.64801 3.82357 -1.25676 0.3681
C -0.02375 3.87315 0.09766 1.8667
H 1.76794 3.13528 1.05053 0.4806
C 0.05956 5.33510 0.46230 -2.1694
H -0.39960 5.52926 1.43744 0.4198
H 0.39536 2.59948 -1.61076 0.0162
H 0.47101 1.92132 0.85240 -0.3730
H -0.40758 5.96431 -0.30452 0.4579
H 1.11895 5.61441 0.53164 0.4242
C 0.68580 2.96894 1.09026 -1.0450
H 0.33739 3.14824 2.11284 0.3381
C -1.71448 2.12116 0.19883 -0.3303
F 0.17088 -0.31198 1.58609 -0.1521
B -0.08016 -0.21714 3.01850 0.3869
F 0.04788 -1.51944 3.54221 -0.3776
F 0.86238 0.67952 3.55925 -0.4025
F -1.38840 0.29171 3.21808 -0.3441
```

The calculation puts the HOMO energy (spin up / spin down) at 2.766 / -3.043 eV. The net charge is -2. The calculation puts the largest force on an atom at 2.28 eV Å⁻¹. Its total energy is -2070.184572 Eh. The value obtained for the HOMO-LUMO gap (spin up / spin down) is 1.5 / 7.2 eV. As for the multiplicity: 6.

=====

Q: Which of these has the lowest net charge?
A: C22H40BClF4IrN4